[1]
C18H49BInNO4PSi4 | wB97M-V/def2-TZVPD

Structure (XYZ):
```
79
Properties=species:S:1:pos:R:3:forces:R:3
C -2.236 1.406 7.025 -2.045 0.507 -4.904
C -2.657 1.407 5.778 2.444 -0.190 6.387
In -3.201 1.147 3.588 -0.011 0.247 0.321
C -1.688 2.009 2.147 2.012 -0.178 -0.256
C -0.258 2.346 2.789 0.231 0.647 0.416
C 1.052 1.715 2.047 -0.338 0.517 0.069
N -0.049 3.118 3.844 -1.100 -1.629 -2.706
P -3.538 -1.369 3.116 -0.771 1.430 -2.755
O -3.853 -1.453 1.571 0.603 -0.284 2.455
B -5.279 2.083 3.191 -0.778 -0.341 0.200
C -5.558 3.173 1.988 -0.569 -0.631 0.435
O -6.342 1.605 4.081 1.125 1.667 -0.624
H -1.979 1.562 8.125 -0.474 -0.405 -2.277
H -2.139 2.963 1.697 0.686 -1.371 0.502
H -1.507 1.194 1.337 -0.533 1.616 1.100
H 0.752 1.113 1.116 0.385 0.777 1.531
H 1.659 1.062 2.770 -0.959 0.973 -1.057
H 1.736 2.575 1.675 -1.155 -1.345 0.780
H -0.986 3.448 4.158 0.693 -0.333 -0.008
H -4.737 -1.717 3.870 1.039 -0.526 -0.066
H -2.403 -2.165 3.492 -0.766 -0.369 0.219
H -4.579 3.582 1.556 -1.584 -0.397 0.610
H -6.137 2.595 1.157 0.912 1.020 1.267
H -6.255 3.974 2.423 0.950 -0.752 -0.931
H -6.600 2.294 4.734 0.003 -0.612 -0.796
O 5.583 -1.836 0.143 0.366 0.029 0.145
Si 4.570 -1.756 1.470 -0.280 0.142 0.270
C 4.655 -0.049 2.253 0.207 -0.215 -0.235
C 5.076 -3.030 2.756 0.133 0.075 -0.285
C 2.788 -2.089 0.993 0.409 -0.042 -0.297
Si 7.203 -1.668 -0.216 -0.054 0.072 0.137
C 7.527 -1.931 -2.045 -0.347 -0.033 0.145
C 8.220 -2.923 0.743 -0.246 0.076 -0.026
C 7.798 0.056 0.240 -0.204 -0.195 0.010
H 5.651 0.139 2.663 -0.031 0.068 0.002
H 3.933 0.042 3.068 0.010 -0.024 -0.052
H 4.436 0.724 1.512 -0.008 0.018 0.081
H 5.107 -4.029 2.313 0.010 0.016 0.078
H 4.365 -3.041 3.586 0.016 0.023 -0.055
H 6.066 -2.802 3.158 -0.013 -0.065 0.041
H 2.682 -3.085 0.555 -0.061 0.068 0.003
H 2.437 -1.353 0.265 -0.051 -0.060 0.037
H 2.143 -2.032 1.874 0.071 0.031 -0.025
H 7.222 -2.935 -2.354 0.007 0.064 -0.040
H 8.593 -1.817 -2.264 -0.046 0.007 0.074
H 6.976 -1.203 -2.646 0.026 -0.069 -0.014
H 8.159 -2.731 1.818 0.028 -0.063 -0.036
H 9.271 -2.874 0.447 -0.040 0.005 0.003
H 7.855 -3.937 0.554 0.056 0.030 0.048
H 7.742 0.212 1.320 0.004 0.058 -0.054
H 7.184 0.816 -0.250 0.052 0.010 0.052
H 8.837 0.197 -0.071 -0.030 -0.008 0.001
O -3.270 0.937 -3.923 -0.080 -0.296 -0.467
Si -3.228 -0.037 -5.276 -0.034 -0.051 0.386
C -4.950 -0.675 -5.674 0.119 0.122 0.129
C -2.097 -1.511 -4.984 -0.107 0.224 0.054
C -2.591 0.897 -6.773 -0.018 0.188 0.311
Si -3.691 0.837 -2.308 0.065 -0.360 0.738
C -3.424 2.472 -1.429 0.042 0.017 -0.496
C -2.652 -0.466 -1.442 -0.038 0.284 -0.392
C -5.503 0.369 -2.132 0.151 0.105 -0.300
H -5.312 -1.333 -4.880 -0.034 0.046 -0.034
H -4.948 -1.243 -6.608 0.023 0.017 0.008
H -5.652 0.156 -5.780 -0.019 -0.062 0.011
H -1.102 -1.175 -4.679 -0.040 -0.070 0.003
H -1.997 -2.105 -5.897 -0.002 0.020 0.016
H -2.498 -2.156 -4.199 0.067 0.007 -0.007
H -1.577 1.266 -6.598 -0.065 0.012 -0.045
H -3.235 1.750 -7.000 0.066 -0.008 -0.023
H -2.570 0.241 -7.648 -0.019 -0.011 0.065
H -2.374 2.774 -1.480 -0.051 0.030 0.040
H -3.704 2.389 -0.376 0.020 -0.117 -0.082
H -4.032 3.261 -1.882 0.047 0.039 0.048
H -2.867 -1.461 -1.841 0.045 -0.014 0.099
H -2.863 -0.476 -0.368 -0.106 -0.101 -0.013
H -1.586 -0.262 -1.583 -0.004 -0.038 -0.008
H -5.684 -0.636 -2.522 -0.054 0.031 0.045
H -6.136 1.072 -2.682 -0.051 -0.043 0.018
H -5.801 0.385 -1.081 0.093 -0.031 -0.024
```
Forces are in eV/Å.

Properties
Total charge: -1
Energy (eV): -75797.457
Frontier orbital gap (eV): 6.7

[2]
C18H49BrN2O24P5 | wB97M-V/def2-TZVPD

Structure (XYZ):
```
99
Properties=species:S:1:pos:R:3:forces:R:3
O -10.246 -0.522 -3.710 1.063 3.481 2.124
N -9.791 0.336 -2.933 -2.043 -3.856 -2.772
O -9.233 -0.326 -1.870 1.374 0.286 0.148
C -7.834 -0.585 -2.349 0.718 -1.178 0.436
N -6.952 -0.553 -1.121 0.602 -0.868 -1.523
C -5.481 -0.428 -1.454 0.483 -1.883 0.459
Br -4.850 1.468 -1.079 -0.429 -1.272 -0.300
C -5.068 -0.898 -2.969 1.689 0.991 -7.319
O -4.800 -2.143 -3.374 -1.636 4.965 3.484
O -4.988 0.170 -4.015 -0.924 -4.774 5.923
H -7.608 0.242 -3.146 0.294 -1.704 1.664
H -7.849 -1.688 -2.798 -0.012 2.548 0.503
H -7.067 -1.439 -0.551 0.034 1.444 -1.212
H -4.895 -1.130 -0.687 -1.217 1.787 -1.725
C 0.589 -2.394 0.140 0.330 -0.615 0.109
O -0.424 -1.521 -0.311 3.194 0.972 -0.110
P -0.169 0.121 0.174 -10.525 1.899 0.087
O -1.399 0.044 1.081 1.959 -0.132 0.524
O -0.656 0.634 -1.320 1.796 0.060 0.516
C -0.204 -0.055 -2.472 -0.191 -0.179 -0.694
O 0.085 1.762 0.658 2.365 -2.231 -0.170
C 1.179 2.406 0.039 0.425 0.642 -0.194
H 0.366 -3.404 -0.202 0.000 0.080 0.097
H 1.557 -2.083 -0.269 0.106 -0.352 0.078
H 0.630 -2.386 1.232 0.116 -0.207 0.006
H -0.924 -0.834 -2.728 0.142 -0.041 -0.030
H 0.785 -0.493 -2.315 -0.077 -0.075 -0.167
H -0.145 0.649 -3.309 -0.041 0.023 0.274
H 0.892 2.753 -0.956 0.108 -0.037 -0.079
H 2.032 1.726 -0.035 0.194 0.382 -0.079
H 1.465 3.270 0.643 0.036 -0.196 -0.096
C -7.710 -4.951 -9.429 0.329 -0.493 0.002
O -8.072 -3.597 -9.593 0.103 -1.567 2.884
P -9.413 -3.130 -8.605 -3.198 7.622 -6.802
O -10.272 -2.943 -9.858 0.085 -1.547 1.210
O -8.663 -1.696 -8.270 -0.287 -1.461 1.074
C -7.276 -1.688 -7.985 0.784 0.471 0.185
O -10.754 -2.662 -7.617 1.958 -2.709 0.496
C -10.489 -2.620 -6.230 -0.035 0.321 0.898
H -6.863 -5.173 -10.077 -0.019 0.044 0.008
H -7.424 -5.136 -8.388 0.177 -0.293 -0.184
H -8.548 -5.597 -9.701 0.032 -0.180 -0.023
H -6.721 -1.530 -8.910 0.078 -0.151 0.069
H -6.960 -2.620 -7.510 0.186 0.211 -0.050
H -7.056 -0.859 -7.304 -0.188 -0.215 -0.043
H -9.987 -1.685 -5.975 0.046 -0.116 0.076
H -9.870 -3.470 -5.933 -0.123 0.133 0.342
H -11.439 -2.667 -5.690 0.124 -0.028 -0.090
C 6.522 5.525 2.372 0.440 -0.147 0.791
O 6.148 5.633 1.015 -1.912 1.636 2.152
P 4.439 5.521 0.772 1.423 -4.473 -9.505
O 4.629 4.188 0.046 -0.636 0.446 1.840
O 4.520 6.737 -0.344 -0.645 0.461 1.485
C 5.330 7.869 -0.079 0.279 0.453 -0.269
O 2.729 5.409 0.529 1.443 0.978 2.857
C 1.982 6.504 1.018 -0.684 0.473 0.049
H 7.605 5.606 2.449 -0.082 -0.048 0.002
H 6.059 6.334 2.950 0.295 -0.105 0.248
H 6.205 4.559 2.770 0.148 0.063 0.189
H 6.327 7.700 -0.489 0.037 0.072 0.190
H 5.392 8.075 0.992 0.173 0.117 -0.141
H 4.896 8.743 -0.577 -0.103 -0.232 0.067
H 2.021 7.329 0.305 0.023 0.092 0.072
H 2.370 6.829 1.987 -0.326 0.177 0.008
H 0.942 6.192 1.138 0.153 -0.012 0.019
C 8.632 2.556 7.747 0.289 -0.601 0.323
O 8.363 3.873 7.316 -2.436 -1.939 1.125
P 6.912 3.998 6.382 3.788 8.102 -5.748
O 7.739 4.345 5.142 -0.868 -1.644 0.631
O 6.533 5.403 7.165 -0.847 -1.423 0.425
C 6.724 5.490 8.566 0.070 0.423 0.525
O 5.461 4.122 5.449 0.699 -2.411 2.173
C 4.265 3.913 6.171 -0.900 0.024 0.147
H 9.554 2.553 8.327 -0.029 0.046 -0.035
H 7.811 2.196 8.377 0.290 -0.234 0.102
H 8.750 1.897 6.883 0.064 -0.145 0.058
H 7.722 5.885 8.767 -0.021 -0.155 0.123
H 6.599 4.518 9.049 0.098 0.185 0.140
H 5.988 6.185 8.984 0.018 -0.148 -0.229
H 3.989 4.823 6.707 -0.019 -0.044 0.114
H 4.384 3.086 6.877 -0.389 0.043 -0.027
H 3.468 3.665 5.465 0.151 -0.038 0.084
C 4.081 -6.628 0.134 0.335 -0.259 -0.568
O 3.744 -5.889 1.289 -0.541 -3.248 -0.152
P 2.204 -6.324 1.947 -1.824 9.828 3.627
O 1.653 -4.946 1.571 -0.079 -1.874 -0.826
O 2.834 -6.233 3.472 -0.211 -1.571 -0.612
C 4.118 -6.775 3.726 0.473 0.036 0.396
O 0.664 -6.759 2.605 1.883 -2.013 -1.908
C 0.603 -8.047 3.181 -0.328 -0.557 0.458
H 5.058 -6.304 -0.222 -0.040 0.023 0.041
H 4.123 -7.696 0.376 0.210 0.006 -0.321
H 3.338 -6.456 -0.649 0.064 -0.063 -0.146
H 4.869 -5.995 3.588 0.078 -0.162 -0.097
H 4.332 -7.623 3.072 0.200 0.088 0.124
H 4.162 -7.117 4.765 -0.200 0.050 -0.166
H 1.018 -8.024 4.191 0.076 -0.098 0.007
H 1.151 -8.767 2.568 -0.205 -0.242 0.220
H -0.445 -8.355 3.240 0.140 0.057 -0.081
```
Forces are in eV/Å.

Properties
Total charge: -1
Energy (eV): -188048.299
Frontier orbital gap (eV): 2.0

HOMO level (eV)
-4.591; -4.240
M (g mol⁻¹)
612.5; 912.4